DFT (ωB97M-V/def2-TZVPD) results for a structure of composition C38H45As3Cl2CrF2NO10Si2.

- Electronic energy: -319273.9261 eV
- 2S+1: 4
- ΔE to the lowest compared entry with this formula, charge and spin: 203.5 kJ/mol
- Maximum force: 0.49 eV/Å
- HOMO-LUMO gap (alpha / beta): 4.86 / 4.58 eV
- E_HOMO (alpha / beta): -0.21437 / -0.21434 Eh

```
104
Properties=species:S:1:pos:R:3:forces:R:3:lowdin_spin:R:1
Cr -0.09772 0.46738 -0.09058 -0.141 -0.454 0.103 3.015
Cl 5.28284 -0.72403 4.73353 0.023 -0.006 -0.005 0.001
C 3.82152 -0.43685 3.84600 -0.041 0.024 -0.084 0.003
C 2.62352 -0.24902 4.55158 0.022 0.013 0.026 0.003
C 1.44794 -0.04201 3.88628 -0.020 -0.003 -0.122 0.001
Cl -0.00414 0.19497 4.79440 -0.017 -0.003 0.015 0.000
C 1.36982 0.00755 2.45893 -0.065 -0.031 0.073 0.006
O 0.24525 0.23245 1.87868 0.147 0.166 0.011 0.032
C 2.60858 -0.17904 1.78121 0.043 -0.015 -0.063 0.004
C 2.72286 -0.08339 0.36231 -0.189 0.066 -0.102 0.014
O 1.82678 0.18926 -0.45418 0.361 0.008 0.061 0.009
C 3.81385 -0.40858 2.48319 -0.063 0.013 0.085 0.003
H 2.62758 -0.27392 5.63265 0.000 0.001 0.013 0.000
H 3.72340 -0.24409 -0.05637 0.001 -0.022 0.008 -0.001
H 4.73000 -0.55546 1.92681 0.029 -0.003 -0.017 0.000
F -0.89821 -0.36878 -5.39455 0.007 0.042 0.056 -0.002
C -0.66536 0.48330 -4.38769 0.007 -0.091 -0.053 -0.002
C -0.62957 0.00965 -3.08841 0.024 0.095 -0.055 0.007
C -0.38354 0.90852 -2.06185 0.009 0.031 0.065 -0.062
C -0.18964 2.27534 -2.34707 0.004 0.003 -0.175 0.003
C -0.24858 2.69064 -3.67679 -0.016 -0.009 0.025 -0.003
F -0.07483 3.99394 -4.00199 0.003 -0.030 0.019 -0.002
C -0.48280 1.81650 -4.71348 0.022 0.005 0.063 0.014
C 0.08218 3.14249 -1.20041 0.038 0.073 0.044 0.007
C 0.26584 4.52803 -1.22134 -0.026 -0.102 0.005 -0.001
C 0.51599 5.19961 -0.04266 0.015 0.031 0.023 0.010
C 0.57886 4.50202 1.15643 -0.017 -0.041 -0.012 -0.001
C 0.38751 3.13894 1.11908 -0.025 0.063 0.049 0.007
N 0.14919 2.48300 -0.02141 0.050 0.001 0.019 -0.021
H -0.79109 -1.04278 -2.89224 -0.011 -0.066 0.021 -0.001
H -0.52229 2.15863 -5.73611 0.001 0.016 -0.035 0.001
H 0.21234 5.05752 -2.15580 0.002 0.031 -0.031 0.000
H 0.66234 6.27124 -0.05885 0.000 0.023 0.003 0.000
H 0.76857 4.99584 2.09728 0.006 0.014 0.017 0.000
H 0.40868 2.53039 2.01358 0.012 0.015 -0.010 0.000
C 1.41718 -3.28221 -4.44948 0.003 0.007 -0.043 0.000
O 1.02364 -3.11419 -3.09889 -0.003 -0.062 0.032 0.000
C -0.32905 -3.33280 -2.81866 0.129 0.091 0.085 0.000
O -1.10767 -3.60694 -3.73360 -0.068 -0.030 -0.070 0.001
C -0.64465 -3.14371 -1.47475 -0.033 -0.081 -0.099 0.001
C -2.03240 -3.31835 -1.02317 -0.067 0.038 0.121 0.001
As -2.49052 -5.12799 -0.48784 -0.014 0.015 -0.028 0.000
C -1.49612 -6.17889 -1.79182 -0.029 -0.035 0.044 0.000
C -1.10369 -5.15335 0.94774 -0.012 -0.060 -0.102 -0.001
C -0.11889 -4.28190 1.18369 0.022 0.037 -0.060 -0.003
As 0.47084 -2.78768 0.00046 0.061 0.157 0.030 -0.008
C 2.22029 -3.54961 -0.45497 -0.033 -0.010 -0.042 -0.002
C 0.64626 -4.48264 2.44436 -0.124 0.223 -0.041 0.000
O 0.43899 -5.34616 3.25911 0.032 -0.157 0.113 0.000
O 1.59411 -3.54308 2.62912 0.036 -0.021 -0.017 0.000
C 2.37148 -3.72914 3.81383 0.056 -0.050 0.065 0.000
C -1.32663 -6.40440 1.74818 -0.148 -0.027 0.002 0.000
O -0.86743 -7.45258 1.38734 0.084 -0.017 0.020 0.000
O -2.23248 -6.38061 2.74740 0.038 -0.097 -0.038 0.000
C -2.75771 -5.12974 3.16438 -0.012 0.070 0.016 0.000
C -2.68934 -2.26550 -0.52233 0.017 0.140 0.055 0.003
O -2.03071 -1.06434 -0.44152 -0.077 -0.015 -0.270 0.022
O -3.93359 -2.11430 0.00301 0.033 -0.056 0.039 -0.001
C -4.95608 -3.03477 -0.37539 0.007 -0.002 -0.039 0.000
H 2.41915 -3.71436 -4.44555 -0.018 0.012 0.005 0.000
H 1.44843 -2.31469 -4.95863 -0.025 -0.009 -0.017 0.000
H 0.72422 -3.93340 -4.97954 0.027 0.011 0.014 0.000
H -2.02988 -6.15057 -2.73944 -0.007 -0.013 0.013 0.000
H -1.44388 -7.19564 -1.40409 0.026 0.010 -0.035 0.000
H -0.50008 -5.76377 -1.91941 0.007 0.003 -0.002 0.000
H 2.08970 -4.55399 -0.85583 0.006 0.020 0.013 0.000
H 2.84103 -3.57250 0.43729 0.035 -0.004 0.037 0.000
H 2.67268 -2.92849 -1.22479 -0.004 0.014 0.004 0.000
H 3.07734 -2.90739 3.83554 0.034 0.001 0.009 0.000
H 2.89826 -4.68219 3.77272 -0.025 0.010 0.021 0.000
H 1.73354 -3.71837 4.69773 0.025 0.020 -0.022 0.000
H -3.46845 -5.35692 3.95574 0.009 0.020 -0.015 0.000
H -3.27907 -4.63002 2.34281 0.002 -0.006 0.043 0.000
H -1.97133 -4.48244 3.55349 -0.004 -0.008 -0.007 0.000
H -5.89842 -2.53250 -0.16520 -0.025 -0.005 -0.026 0.000
H -4.88839 -3.95753 0.20060 -0.030 0.063 -0.043 0.000
H -4.87286 -3.26714 -1.44005 -0.009 -0.017 0.041 0.000
C -5.96458 0.42187 -1.11091 0.078 0.113 -0.007 -0.004
Si -4.35553 1.35656 -1.26893 0.015 0.003 -0.120 -0.008
C -3.75921 1.30323 -3.02991 -0.021 0.057 0.084 0.001
C -4.51411 3.10873 -0.61684 -0.007 -0.065 0.022 0.000
As -2.63978 0.52996 0.15349 -0.177 -0.029 0.143 -0.037
Si -3.41042 0.06602 2.35965 0.020 -0.056 0.032 -0.006
C -2.88824 1.61268 3.27764 -0.070 -0.010 -0.097 0.000
C -5.26546 -0.13256 2.49262 0.096 0.013 0.066 -0.003
C -2.51493 -1.49449 2.83727 -0.040 0.063 0.001 0.000
H -6.73398 1.03825 -1.58412 -0.060 -0.032 -0.017 -0.001
H -6.26897 0.23146 -0.08471 0.016 0.014 0.056 0.000
H -5.92306 -0.52691 -1.64306 0.041 -0.050 -0.029 0.000
H -4.56860 1.63194 -3.68654 -0.016 0.022 -0.021 0.000
H -3.46976 0.29599 -3.32944 -0.025 -0.048 0.024 0.000
H -2.90046 1.95774 -3.18296 0.001 0.002 -0.006 0.000
H -5.14958 3.69888 -1.27955 -0.035 0.007 -0.028 0.000
H -3.54598 3.60954 -0.55666 0.039 -0.007 -0.028 0.000
H -4.96725 3.12901 0.37617 -0.007 -0.008 0.033 0.000
H -3.39890 2.48404 2.85875 -0.003 0.031 0.012 0.000
H -1.81371 1.76733 3.19572 0.051 -0.010 -0.009 0.000
H -3.14517 1.55953 4.33680 -0.013 -0.035 0.040 0.000
H -5.80774 0.74997 2.15390 -0.008 0.053 -0.016 0.000
H -5.50045 -0.27126 3.55146 -0.048 -0.019 0.021 0.000
H -5.63166 -1.00318 1.95106 0.031 -0.032 -0.042 0.000
H -1.46197 -1.45570 2.55902 0.047 0.026 -0.010 0.000
H -2.97481 -2.33933 2.32685 -0.017 -0.033 0.000 0.000
H -2.57889 -1.65775 3.91478 -0.006 -0.005 0.051 0.000
```
Forces are in eV/Å.